90
Properties=species:S:1:pos:R:3 method="wB97M-V/def2-TZVPD" spin_multiplicity=3 energy_ev=-170053.5375 charge=+2 fmax_ha_per_bohr=0.0918 gap_ev="5.46 / 3.03"
C -0.749 6.856 -4.359
C -0.925 5.475 -4.595
C -1.234 5.101 -5.921
C -1.353 6.084 -6.914
N -1.182 7.383 -6.660
C -0.887 7.767 -5.416
C -0.806 4.499 -3.542
C -0.741 3.650 -2.663
C -0.591 2.671 -1.628
C 0.520 2.772 -0.768
C 0.779 1.776 0.181
C -0.106 0.708 0.327
C -1.274 0.646 -0.442
C -1.490 1.601 -1.451
Ni 0.263 -0.394 1.849
P 1.831 -1.474 0.864
H -1.385 4.057 -6.186
H -0.509 7.227 -3.366
H -1.595 5.805 -7.953
H -0.753 8.848 -5.246
H -2.364 1.526 -2.100
H 1.195 3.617 -0.853
H -2.025 -0.125 -0.249
H 1.671 1.864 0.806
C 2.170 -3.125 1.597
C 3.140 -4.089 0.921
H 1.171 -3.581 1.670
H 2.474 -2.923 2.636
H 3.347 -4.895 1.637
H 2.721 -4.549 0.018
H 4.097 -3.631 0.655
C 1.660 -1.734 -0.937
C 2.723 -1.087 -1.821
H 0.667 -1.316 -1.167
H 1.598 -2.817 -1.127
H 2.465 -1.273 -2.874
H 2.782 0.002 -1.683
H 3.723 -1.508 -1.642
C 3.279 -0.401 1.195
C 4.643 -1.071 1.163
H 3.106 0.052 2.185
H 3.234 0.418 0.466
H 5.406 -0.294 1.304
H 4.765 -1.811 1.962
H 4.835 -1.569 0.207
Br -0.600 -2.195 3.108
P -2.793 -4.087 -2.396
C -0.939 -4.143 -2.275
C -0.380 -5.557 -2.430
H -0.642 -3.710 -1.308
H -0.550 -3.485 -3.066
H 0.687 -5.509 -2.686
H -0.478 -6.125 -1.496
H -0.898 -6.111 -3.222
C -3.233 -3.759 -0.620
C -4.640 -4.266 -0.299
H -3.141 -2.687 -0.387
H -2.480 -4.295 -0.025
H -4.727 -4.443 0.780
H -5.409 -3.540 -0.591
H -4.844 -5.209 -0.820
C -2.993 -2.361 -3.044
C -3.245 -2.336 -4.549
H -2.097 -1.776 -2.782
H -3.847 -1.930 -2.500
H -3.714 -1.384 -4.821
H -2.311 -2.427 -5.114
H -3.911 -3.150 -4.858
C 0.636 2.372 3.242
N 0.365 0.922 3.506
C -0.988 0.818 4.142
N -1.040 1.548 5.396
C -0.771 2.970 5.094
N 0.570 3.182 4.465
C 1.571 2.634 5.442
N 1.358 1.188 5.731
C 1.416 0.444 4.467
C 0.006 1.044 6.332
H -0.117 2.738 2.530
H 1.653 2.444 2.845
H -1.166 -0.247 4.361
H -1.729 1.228 3.437
H -0.841 3.550 6.029
H -1.535 3.326 4.392
H 2.580 2.789 5.044
H 1.490 3.206 6.382
H 1.252 -0.624 4.640
H 2.395 0.644 4.021
H -0.048 1.595 7.285
H -0.168 -0.022 6.535

=====

65
Properties=species:S:1:pos:R:3 method="wB97M-V/def2-TZVPD" energy_ev=-59147.8192 charge=+2 fmax_ha_per_bohr=0.0160 gap_ev=7.59
Al 0.335 -0.113 -0.093
C 1.962 1.062 2.938
C 0.774 0.153 3.129
C 0.429 -0.182 4.437
C -0.608 -1.046 4.683
C -1.275 -1.604 3.604
C -0.889 -1.265 2.336
N 0.102 -0.358 2.078
C -1.494 -1.949 1.149
C -2.313 -3.059 1.206
C -2.669 -3.678 0.019
C -2.179 -3.214 -1.193
C -1.372 -2.099 -1.186
N -1.092 -1.474 -0.034
C -0.750 -1.466 -2.395
C -0.811 -2.032 -3.638
C -0.284 -1.326 -4.714
C 0.194 -0.057 -4.508
C 0.208 0.488 -3.229
C 0.528 1.955 -3.086
N -0.172 -0.255 -2.168
H 2.883 0.506 3.137
H 1.920 1.887 3.652
H 2.051 1.471 1.937
H 1.000 0.250 5.251
H -0.890 -1.302 5.697
H -2.086 -2.303 3.764
H -2.655 -3.460 2.153
H -3.317 -4.547 0.041
H -2.438 -3.713 -2.120
H -1.264 -3.004 -3.785
H -0.301 -1.755 -5.711
H 0.528 0.555 -5.338
H 1.580 2.160 -3.292
H 0.261 2.350 -2.110
H -0.058 2.506 -3.822
N -1.558 3.470 0.738
C -0.661 2.495 0.884
N -0.889 1.483 0.070
C -2.053 1.839 -0.669
C -2.806 1.154 -1.631
C -3.924 1.781 -2.141
C -4.313 3.065 -1.715
C -3.594 3.741 -0.753
C -2.473 3.089 -0.246
H -1.571 4.326 1.267
H 0.150 2.558 1.596
H -2.554 0.156 -1.960
H -4.526 1.266 -2.883
H -5.197 3.525 -2.145
H -3.894 4.725 -0.401
Cl 2.266 1.372 -0.500
C 3.457 0.348 0.354
C 4.597 0.942 0.863
C 5.448 0.135 1.598
C 5.115 -1.202 1.810
C 3.957 -1.749 1.264
C 3.084 -0.981 0.487
C 1.822 -1.473 -0.168
H 4.816 1.993 0.695
H 6.360 0.552 2.008
H 5.779 -1.830 2.397
H 3.729 -2.800 1.416
H 1.560 -2.463 0.211
H 2.036 -1.597 -1.238

=====

16
Properties=species:S:1:pos:R:3 method="wB97M-V/def2-TZVPD" spin_multiplicity=2 energy_ev=-18029.9354 charge=+1 fmax_ha_per_bohr=0.1178 gap_ev="5.94 / 8.16"
C 1.369 -0.769 1.329
H 0.214 0.294 2.663
H 2.369 -0.852 0.883
C 1.004 0.523 1.900
H 1.857 1.046 2.368
C 0.485 -2.693 -0.026
C 0.497 -1.887 1.096
O 0.074 2.045 -1.138
C -1.190 2.152 -1.037
O -2.044 2.359 -1.869
O -1.539 1.759 0.260
H -0.152 -3.577 -0.076
H 1.013 -2.396 -0.936
H -0.133 -2.196 1.940
H -2.480 1.581 0.376
Al 0.336 1.679 0.638